Density functional theory data (the ωB97M-V functional and the def2-TZVPD basis) for a structure of composition C16H31NOP2Pd in a non-equilibrium geometry.

Geometry as XYZ:
```
52
Properties=species:S:1:pos:R:3:lowdin_charge:R:1
P -1.27259 -0.15835 -2.20222 0.691
P -1.51762 -0.80174 0.09537 0.723
C -1.17725 -1.98270 -2.23050 -0.397
C -1.89830 -2.31328 -0.89068 -0.387
H -0.13417 -2.30339 -2.24223 0.080
H -1.65268 -2.39522 -3.12957 0.075
H -2.96961 -2.45613 -0.95727 0.060
H -1.44348 -3.18234 -0.39883 0.075
C -0.32664 -1.72263 1.20329 -0.259
H 0.10044 -1.06348 1.97768 0.020
H 0.49935 -2.20193 0.65062 0.044
H -0.88605 -2.53879 1.68343 0.043
C -2.64009 -0.20145 1.41498 -0.274
H -2.99658 -1.03636 2.00588 0.040
H -3.47934 0.39695 1.03447 0.011
H -2.02377 0.44510 2.04249 0.045
C 0.02220 0.80588 -3.00975 -0.264
H -0.06756 1.88744 -2.80332 0.056
H -0.02193 0.65835 -4.10210 0.043
H 0.99513 0.47319 -2.61119 0.029
C -3.48937 -0.65637 -2.76684 -0.247
H -3.75186 -1.67085 -2.51632 0.012
H -2.93373 -0.63102 -3.72350 0.023
H -4.39420 -0.08204 -2.85701 -0.016
Pd -2.93804 0.72023 -1.25112 0.577
C 4.50299 0.67657 2.73423 -0.115
C 4.66868 -0.43118 1.99815 -0.098
C 3.63746 -1.19164 1.18220 -0.199
C 2.88947 -0.48679 -0.00494 -0.188
C 1.88053 0.54814 0.36044 -0.120
C 1.41405 0.91107 1.57973 -0.121
C 1.95448 0.50990 2.92864 -0.218
C 3.25357 1.26614 3.30541 -0.194
C -3.69322 2.15878 -2.59819 -0.196
H 5.37248 1.24893 3.05723 0.098
H 5.68623 -0.87694 2.00084 0.102
H 2.87069 -1.65654 1.81776 0.088
H 4.21029 -2.02614 0.74523 0.103
H 3.65831 -0.12036 -0.70245 0.113
H 2.36380 -1.28259 -0.56346 0.096
H 1.33470 0.96102 -0.51029 0.081
H 0.52645 1.56565 1.65859 0.100
H 2.11643 -0.57473 3.08587 0.099
H 1.19839 0.81017 3.67921 0.111
H 3.14109 2.33025 3.02744 0.121
H 3.30185 1.22606 4.40773 0.115
H -4.37249 2.74019 -1.95692 -0.009
H -4.18663 1.75426 -3.51270 0.000
H -2.76387 2.69561 -2.85616 -0.008
O -0.68199 3.91097 0.50078 0.005
C -1.52331 3.07710 0.25425 -0.515
N -2.36267 2.26706 -0.03438 -0.053
```

* energy relative to the best compared isomer or geometry (same formula, charge and spin): 127.82 kJ/mol
* HOMO (alpha / beta): -5.62 / -8.46 eV
* E_LUMO (alpha / beta): 0.0016 / -0.0149 Ha
* multiplicity: 3
* ⟨S²⟩: 2.02
* orbital gap (alpha / beta): 5.660 / 8.054 eV